Density functional theory data (ωB97M-V/def2-TZVPD) for a 12-piece molecular cluster, C62H123F15O31 overall.

E_HOMO   -9.191 eV
SMILES   CCOC(=O)C(F)(F)F.CCOC(=O)C(F)(F)F.CCOC(=O)C(F)(F)F.CCOC(=O)C(F)(F)F.CCOC(=O)C(F)(F)F.COCCOCCOC.COCCOCCOC.COCCOCCOC.COCCOCCOC.COCCOCCOC.COCCOCCOC.COCCOCCOC

Each line ends with the Löwdin charge.
Positions of all 231 atoms, in Å:
C: 10.19 7.78 -16.81  -0.052
C: 11.50 7.50 -17.53  -0.200
O: 12.62 8.15 -16.87  0.036
C: 13.84 7.96 -17.41  -0.317
O: 14.14 7.45 -18.53  0.107
C: 14.97 8.48 -16.55  -0.490
F: 14.57 8.67 -15.23  0.124
F: 15.89 7.51 -16.53  0.158
F: 15.53 9.65 -16.94  0.160
H: 9.36 7.62 -17.51  0.084
H: 10.11 8.79 -16.43  0.083
H: 10.19 7.08 -15.97  0.080
H: 11.48 7.78 -18.58  0.106
H: 11.68 6.42 -17.57  0.129
C: 16.55 0.14 -13.77  -0.041
C: 15.61 1.25 -13.14  -0.162
O: 15.65 2.48 -13.90  0.006
C: 15.00 2.72 -15.06  -0.380
O: 14.46 1.87 -15.67  0.185
C: 14.93 4.16 -15.55  -0.584
F: 15.33 4.29 -16.82  0.173
F: 13.72 4.61 -15.51  0.216
F: 15.71 4.95 -14.78  0.142
H: 17.60 0.42 -13.83  0.051
H: 16.13 -0.02 -14.76  0.071
H: 16.42 -0.76 -13.16  0.080
H: 15.98 1.48 -12.15  0.113
H: 14.59 0.90 -12.97  0.124
C: 18.89 5.68 -16.89  -0.023
C: 18.87 7.00 -17.73  -0.163
O: 18.63 8.13 -16.83  -0.032
C: 18.89 9.42 -17.24  -0.271
O: 19.32 9.74 -18.39  0.093
C: 18.85 10.42 -16.07  -0.491
F: 20.06 10.81 -15.65  0.173
F: 18.20 11.55 -16.48  0.135
F: 18.18 9.93 -14.99  0.138
H: 19.56 5.81 -16.04  0.065
H: 19.34 4.84 -17.43  0.062
H: 17.89 5.37 -16.58  0.060
H: 18.11 6.92 -18.50  0.127
H: 19.85 7.22 -18.16  0.085
C: 15.48 12.40 -13.62  -0.055
C: 15.46 11.30 -12.58  -0.205
O: 15.91 11.88 -11.38  0.026
C: 15.45 11.48 -10.17  -0.363
O: 14.62 10.63 -10.02  0.163
C: 16.14 12.15 -9.02  -0.508
F: 15.22 12.68 -8.13  0.136
F: 16.81 11.20 -8.35  0.161
F: 17.02 13.08 -9.40  0.178
H: 15.29 11.94 -14.60  0.076
H: 16.41 12.95 -13.61  0.080
H: 14.68 13.13 -13.52  0.084
H: 16.13 10.49 -12.89  0.122
H: 14.44 10.94 -12.47  0.128
C: 20.92 14.34 -19.61  -0.036
C: 20.51 13.17 -18.70  -0.223
O: 21.36 13.09 -17.59  0.005
C: 21.07 13.80 -16.45  -0.282
O: 20.18 14.65 -16.37  0.126
C: 22.11 13.50 -15.33  -0.591
F: 21.53 13.07 -14.21  0.171
F: 23.01 12.61 -15.75  0.169
F: 22.70 14.62 -15.04  0.204
H: 21.92 14.11 -19.97  0.082
H: 20.83 15.28 -19.05  0.054
H: 20.32 14.37 -20.51  0.073
H: 20.53 12.18 -19.16  0.121
H: 19.49 13.35 -18.37  0.106
C: 22.48 7.00 -10.71  -0.115
O: 22.47 5.59 -10.93  -0.162
C: 21.75 5.33 -12.19  -0.161
C: 22.78 5.29 -13.31  -0.183
O: 23.25 6.62 -13.48  -0.213
C: 24.48 6.72 -14.28  -0.125
C: 24.22 7.92 -15.21  -0.135
O: 23.05 7.81 -16.12  -0.204
C: 21.80 8.02 -15.52  -0.092
H: 23.37 7.14 -10.10  0.089
H: 21.63 7.40 -10.16  0.077
H: 22.61 7.57 -11.63  0.078
H: 20.83 5.89 -12.32  0.096
H: 21.35 4.31 -12.13  0.111
H: 22.54 4.94 -14.32  0.112
H: 23.58 4.68 -12.88  0.133
H: 24.52 5.88 -14.97  0.115
H: 25.37 6.77 -13.65  0.130
H: 25.06 8.22 -15.84  0.119
H: 24.17 8.84 -14.62  0.115
H: 21.11 8.02 -16.36  0.070
H: 21.86 8.97 -15.00  0.099
H: 21.56 7.14 -14.92  0.078
C: 22.01 18.17 -19.98  -0.088
O: 20.74 18.82 -19.63  -0.173
C: 19.89 17.82 -19.10  -0.198
C: 18.37 18.20 -18.88  -0.178
O: 17.84 17.39 -17.87  -0.146
C: 16.45 17.51 -17.76  -0.221
C: 15.97 16.88 -16.51  -0.189
O: 15.99 15.44 -16.42  -0.193
C: 17.29 14.90 -16.18  -0.110
H: 21.91 17.50 -20.83  0.084
H: 22.54 17.71 -19.15  0.088
H: 22.62 18.97 -20.39  0.082
H: 20.28 17.53 -18.12  0.124
H: 19.88 16.96 -19.77  0.093
H: 17.85 18.05 -19.83  0.119
H: 18.16 19.25 -18.66  0.123
H: 15.79 17.28 -18.60  0.133
H: 16.29 18.58 -17.68  0.123
H: 14.91 17.01 -16.29  0.131
H: 16.55 17.33 -15.70  0.128
H: 17.84 15.13 -17.10  0.058
H: 17.09 13.84 -16.06  0.070
H: 17.80 15.28 -15.29  0.091
C: 23.34 -3.32 -10.48  -0.116
O: 22.84 -2.60 -11.58  -0.182
C: 21.55 -2.13 -11.34  -0.204
C: 21.25 -1.14 -12.50  -0.148
O: 20.90 -1.90 -13.70  -0.150
C: 20.16 -1.22 -14.75  -0.143
C: 20.60 0.21 -15.08  -0.182
O: 20.19 1.28 -14.19  -0.221
C: 20.33 2.62 -14.63  -0.089
H: 24.38 -3.60 -10.67  0.090
H: 22.79 -4.22 -10.22  0.086
H: 23.29 -2.67 -9.60  0.081
H: 21.52 -1.68 -10.35  0.119
H: 20.83 -2.95 -11.40  0.127
H: 22.06 -0.43 -12.68  0.122
H: 20.38 -0.52 -12.27  0.112
H: 19.11 -1.09 -14.46  0.099
H: 20.18 -1.90 -15.61  0.129
H: 20.27 0.36 -16.11  0.119
H: 21.69 0.30 -15.12  0.124
H: 21.40 2.87 -14.63  0.076
H: 19.80 3.33 -14.00  0.080
H: 19.83 2.69 -15.59  0.084
C: 18.78 7.85 -12.31  -0.114
O: 17.53 7.33 -11.92  -0.217
C: 17.62 6.01 -11.25  -0.133
C: 16.23 5.56 -10.79  -0.194
O: 15.76 6.01 -9.53  -0.135
C: 15.65 7.46 -9.44  -0.171
C: 14.95 7.84 -8.14  -0.161
O: 15.78 7.38 -7.06  -0.177
C: 16.83 8.23 -6.72  -0.126
H: 18.47 8.89 -12.39  0.085
H: 19.01 7.47 -13.30  0.078
H: 19.63 7.63 -11.66  0.066
H: 18.32 6.14 -10.42  0.127
H: 18.02 5.32 -11.99  0.112
H: 16.25 4.47 -10.74  0.118
H: 15.41 5.79 -11.46  0.125
H: 15.14 7.82 -10.34  0.122
H: 16.64 7.91 -9.41  0.106
H: 14.04 7.24 -8.15  0.127
H: 14.70 8.91 -8.18  0.108
H: 16.41 9.09 -6.21  0.088
H: 17.47 8.52 -7.55  0.074
H: 17.46 7.67 -6.02  0.090
C: 20.41 4.55 -20.34  -0.077
O: 20.79 3.88 -19.14  -0.215
C: 22.08 4.08 -18.57  -0.162
C: 22.58 5.55 -18.42  -0.184
O: 22.93 6.05 -19.71  -0.127
C: 22.77 7.46 -19.66  -0.165
C: 23.18 8.12 -21.04  -0.165
O: 22.47 7.56 -22.16  -0.214
C: 22.71 8.30 -23.37  -0.101
H: 19.55 4.10 -20.83  0.090
H: 21.22 4.58 -21.06  0.093
H: 20.11 5.55 -20.03  0.068
H: 22.77 3.52 -19.20  0.120
H: 22.10 3.55 -17.62  0.113
H: 23.46 5.64 -17.78  0.120
H: 21.81 6.06 -17.84  0.097
H: 23.38 7.80 -18.82  0.121
H: 21.73 7.78 -19.58  0.108
H: 24.21 7.82 -21.24  0.119
H: 23.07 9.20 -20.95  0.121
H: 22.21 7.71 -24.14  0.091
H: 23.76 8.51 -23.59  0.085
H: 22.22 9.27 -23.35  0.073
C: 17.12 14.45 -20.00  -0.085
O: 18.06 13.55 -20.57  -0.224
C: 17.72 12.13 -20.51  -0.139
C: 16.33 11.78 -21.08  -0.185
O: 15.24 12.38 -20.39  -0.152
C: 13.95 12.28 -21.05  -0.158
C: 13.31 10.90 -20.94  -0.179
O: 12.03 10.74 -21.59  -0.175
C: 11.51 9.46 -21.44  -0.132
H: 17.74 15.33 -19.80  0.074
H: 16.63 14.11 -19.09  0.093
H: 16.42 14.77 -20.77  0.091
H: 17.85 11.74 -19.50  0.106
H: 18.46 11.83 -21.25  0.123
H: 16.18 10.70 -21.08  0.116
H: 16.37 12.10 -22.12  0.124
H: 13.95 12.73 -22.04  0.126
H: 13.32 13.05 -20.61  0.124
H: 13.16 10.63 -19.89  0.125
H: 14.00 10.21 -21.41  0.117
H: 12.17 8.64 -21.74  0.089
H: 10.71 9.22 -22.13  0.087
H: 11.14 9.38 -20.41  0.077
C: 15.85 9.02 -30.43  -0.110
O: 15.88 9.91 -29.31  -0.185
C: 16.99 9.69 -28.42  -0.182
C: 16.77 10.13 -26.96  -0.222
O: 17.66 9.47 -26.11  -0.154
C: 17.52 9.92 -24.73  -0.137
C: 18.81 9.55 -23.88  -0.146
O: 18.39 9.21 -22.54  -0.194
C: 19.32 8.60 -21.69  -0.118
H: 15.57 8.01 -30.15  0.084
H: 16.76 9.04 -31.03  0.086
H: 15.02 9.38 -31.04  0.084
H: 17.93 10.16 -28.72  0.122
H: 17.25 8.63 -28.37  0.118
H: 15.74 9.93 -26.69  0.129
H: 16.98 11.20 -26.87  0.121
H: 16.60 9.47 -24.35  0.125
H: 17.42 11.01 -24.72  0.109
H: 19.60 10.28 -24.06  0.118
H: 19.20 8.65 -24.34  0.113
H: 19.90 9.37 -21.18  0.079
H: 20.03 7.89 -22.11  0.075
H: 18.76 8.06 -20.92  0.081

=====

Density functional theory data (ωB97M-V/def2-TZVPD) for a single CH3N molecule.

E_HOMO   -9.846 eV
SMILES   C=N
ΔE to the lowest compared entry with this formula, charge and spin   39.2 kJ/mol

Each line ends with the Löwdin charge.
Positions of all 5 atoms, in Å:
C: 0.35 -0.26 0.38  -0.205
N: -0.33 0.35 -0.47  -0.012
H: 1.46 -0.38 0.05  0.072
H: 0.07 -0.92 1.35  0.097
H: -1.35 0.43 -0.37  0.048

=====

Density functional theory data (ωB97M-V/def2-TZVPD) for a single C2H3NO molecule.

E_HOMO   -9.377 eV
SMILES   C#CON
ΔE to the lowest compared entry with this formula, charge and spin   424.2 kJ/mol

Each line ends with the Löwdin charge.
Positions of all 7 atoms, in Å:
C: -0.07 -1.87 -0.10  0.115
C: -0.40 -0.73 0.06  -0.249
O: -0.94 0.47 0.11  -0.111
N: 0.01 1.57 0.29  0.051
H: 0.46 -2.72 -0.36  0.003
H: 0.04 2.00 -0.67  0.113
H: 0.90 1.28 0.67  0.078

=====

Density functional theory data (ωB97M-V/def2-TZVPD) for C4H6ClIO as an isolated structure.

E_HOMO (spin up / spin down)   -9.466 / -9.463 eV
ΔE to the lowest compared entry with this formula, charge and spin   116.3 kJ/mol

Each line ends with the Löwdin charge.
Positions of all 13 atoms, in Å:
C: -0.17 0.14 -1.45  -0.927
C: -1.23 0.56 0.74  -0.046
C: 1.25 -0.13 0.60  -0.164
C: -0.12 -0.08 0.00  -0.483
O: -1.13 0.47 -2.04  0.054
Cl: 1.35 -0.14 -2.32  0.678
I: -0.69 -2.77 -0.47  0.375
H: -1.96 0.64 -0.01  0.071
H: -1.02 1.52 0.87  0.063
H: -1.43 0.04 1.67  0.108
H: 1.34 -0.66 1.62  0.119
H: 1.67 0.92 0.62  0.120
H: 2.13 -0.52 0.16  0.030

=====

Here are the calculated max |F| numbers, same order: 5.343 2.779 2.219 4.356 (eV/A).